[1]
Below is C33H26BrCl5F3NNaSbSe2Te as an isolated structure, with properties calculated with ωB97M-V with the def2-TZVPD basis set.

ORCA input file:
```
! RIJCOSX wB97M-V def2-TZVPD def2/J DEFGRID3
* xyz -2 1
C -2.53 2.96 2.75
C 1.29 -1.01 5.33
H 5.68 -2.96 -2.06
Br -4.52 4.82 3.58
C 0.96 -6.57 -1.27
C 3.63 -2.39 -1.62
H 5.20 0.16 0.82
N -1.31 2.47 2.58
Sb 0.57 -1.66 -0.92
H 2.13 -0.36 -5.83
C -1.68 4.88 3.90
Cl -2.63 1.20 5.74
Te -3.20 -1.30 -0.39
H -4.41 2.03 -1.22
Na -1.64 0.09 1.80
C -1.05 -1.11 -4.95
C 1.00 -0.33 6.51
C -0.20 0.37 6.62
C 1.31 -5.92 -0.10
C 5.54 -1.38 -0.62
Cl 2.78 -1.88 5.19
H -5.33 4.92 -0.36
C -0.86 -1.38 -3.61
C 0.04 -0.75 -5.72
H -4.10 6.17 -0.11
H 0.70 2.71 2.89
C 4.75 -0.54 0.13
C -0.41 4.36 3.73
H -3.37 2.40 2.35
Cl 2.13 -0.34 7.82
C 5.02 -2.31 -1.50
C 3.37 -0.65 -0.02
H -3.13 0.93 -2.86
C 0.38 -4.50 -2.29
C -3.72 2.67 -1.77
H -0.05 3.44 -1.70
H 0.22 -6.43 -3.26
Cl -0.56 1.23 8.08
H 0.14 2.33 -3.10
C -2.75 4.17 3.40
Cl 0.77 -1.82 2.79
C 0.42 -1.31 -3.04
C -4.38 5.31 -0.71
H -2.04 -1.15 -5.40
H 0.46 4.87 4.11
C 1.31 -0.66 -5.20
H 1.46 -4.04 0.88
H -4.47 5.63 -1.75
C -1.09 0.34 5.54
C 1.49 -0.94 -3.85
C -2.66 1.83 -2.45
H 0.00 -3.96 -3.15
C 0.73 -3.81 -1.14
H 1.08 2.06 -1.63
H 2.48 -0.85 -3.43
C 2.78 -1.56 -0.89
C 1.19 -4.54 -0.04
C -0.28 3.15 3.05
H -2.16 2.40 -3.24
C 0.49 -5.89 -2.37
C 0.36 -0.97 4.30
H 1.67 -6.50 0.75
C 0.12 2.41 -2.01
Se -1.25 1.15 -1.29
H -4.27 3.26 -2.51
F 1.08 -7.92 -1.33
H -1.84 5.82 4.42
F 6.89 -1.30 -0.49
H -1.71 -1.61 -2.97
C -0.85 -0.30 4.35
H 3.21 -3.14 -2.29
F -0.15 -0.48 -7.05
Se -2.96 3.99 -0.51
H 2.73 0.00 0.59
*
```

As for the energy above the lowest of the compared OMol25 structures with the same formula, charge and spin: 51.9 kJ/mol.

=====

[2]
Below is C20H31CrO5S as an isolated structure at a distorted geometry, with properties calculated with ωB97M-V with the def2-TZVPD basis set.

ORCA input file:
```
! RIJCOSX wB97M-V def2-TZVPD def2/J DEFGRID3
* xyz 0 4
C 0.88 2.04 -3.32
H 0.57 -1.35 1.08
C 1.11 3.49 -3.79
C -2.86 -0.37 -2.13
C 1.77 -1.02 -0.75
C -0.11 0.55 -7.35
H 2.11 0.24 -3.74
H 2.59 -0.42 -0.39
C 0.71 -1.55 0.02
C 1.14 -1.49 -6.17
C -0.17 -0.72 -6.43
C 0.37 3.55 0.73
H -1.72 1.60 -6.21
H 1.63 4.01 -2.95
C -2.82 -1.53 -1.23
H 0.93 4.23 0.09
H 3.03 3.96 -4.61
C 1.75 -1.67 -2.03
H 0.74 2.15 -2.22
H -2.51 1.83 -1.67
O 0.36 1.03 1.54
C -1.27 -1.61 -6.99
H -1.02 -1.97 -8.00
H 0.01 1.56 -3.78
H -0.67 -3.31 -0.34
H 0.49 -3.30 -2.88
H -1.43 -2.50 -6.35
H 0.89 -2.46 -5.72
H -2.33 -1.68 1.00
O -0.60 0.06 -5.23
C 0.04 -2.59 -0.74
H -0.68 3.54 0.45
H 1.79 -0.94 -5.45
H 0.51 3.79 1.78
C -2.49 0.79 -1.32
C 0.64 -2.57 -2.08
H -3.17 -2.54 -1.49
H 2.59 -1.62 -2.73
C -0.68 1.25 -6.13
H 2.88 1.55 -2.79
H 0.90 0.93 -7.59
H -0.04 2.07 -5.78
H -0.76 0.52 -8.23
H 1.81 3.59 -5.89
O 2.43 1.89 0.46
O 2.69 1.95 -4.88
C -2.42 -1.08 0.07
S 0.98 1.87 0.53
H 1.72 -1.65 -7.09
H -2.12 1.02 0.90
H 0.13 3.98 -4.01
O 0.38 1.50 -0.82
C -2.24 0.36 0.03
C 2.19 3.32 -4.91
H -3.11 -0.33 -3.20
Cr -0.84 -0.64 -1.63
H -2.20 -1.04 -7.06
C 2.19 1.35 -3.65
*
```

As for the energy above the lowest of the compared OMol25 structures with the same formula, charge and spin: 180.5 kJ/mol. As for the expectation value of S²: 3.967.

=====

[3]
Below is C27H34MoN8O5S2 as an isolated structure, with properties calculated with ωB97M-V with the def2-TZVPD basis set.

ORCA input file:
```
! RIJCOSX wB97M-V def2-TZVPD def2/J DEFGRID3
* xyz 2 3
N -0.83 0.10 2.85
H 1.69 -0.01 0.46
C -4.88 -1.10 -2.10
H -1.64 -3.63 -1.84
C -3.55 0.63 -3.06
C -0.33 2.21 3.96
O 0.63 -5.16 -3.14
H 2.52 -0.27 -4.47
C 2.06 1.99 0.96
C -1.81 3.86 -0.12
H 4.64 -2.86 -1.28
H 0.38 -1.59 2.70
C -1.26 1.01 3.93
H -5.31 -3.10 -1.54
Mo -0.78 0.87 0.70
C 0.73 -3.49 -1.54
C -0.33 3.08 -1.53
N -3.21 1.10 -1.86
H 2.00 3.12 2.85
C 0.56 2.20 -2.26
H 2.03 0.91 3.14
H 1.63 3.75 -3.32
H 1.59 4.06 1.42
N -0.77 4.26 -1.99
H -1.26 0.50 4.90
N 2.09 -3.54 -1.57
H 3.14 1.90 1.15
C -0.88 -2.00 -0.22
H -0.72 3.00 4.61
C 4.05 -2.41 -0.49
H -4.78 -1.05 -0.05
C -1.71 4.77 -1.11
N 1.61 -1.96 -0.13
C 1.49 3.07 1.89
H 4.35 -2.85 0.46
H -2.87 2.39 -4.03
H -6.72 -2.04 -1.59
C 2.59 -2.62 -0.72
C 1.98 0.43 -3.84
C 1.47 2.68 -3.21
N -4.50 -0.59 -0.91
C -4.40 -0.47 -3.22
N 1.38 0.70 1.15
H 1.93 2.28 -0.08
H 0.63 -0.68 4.19
C 1.67 0.11 2.49
C 0.45 -2.50 -0.62
H -2.45 3.87 0.74
O -1.32 -4.33 -2.46
H -1.95 0.93 -4.40
C -2.96 1.32 -4.24
H -5.99 -2.61 -3.10
C -5.78 -2.28 -2.09
S -0.29 2.86 2.26
C 0.47 -0.59 3.12
C -0.01 -4.41 -2.45
H 4.27 -1.34 -0.47
H 0.67 1.96 4.30
H -1.53 -0.63 2.75
H 2.59 -4.20 -2.16
H 2.90 2.17 -4.71
H -4.66 -0.84 -4.20
H 0.91 -1.12 -2.80
O -0.50 0.37 -1.18
S -3.25 0.95 0.83
C 1.09 -0.06 -2.90
O -1.91 -2.38 -0.75
H -3.54 1.16 -5.15
H -2.28 1.33 3.71
H -2.21 5.70 -1.27
C -3.67 0.48 -0.79
N -0.93 2.81 -0.37
C 2.19 1.80 -3.99
O -0.89 -1.15 0.77
C 0.38 0.82 -2.08
H -0.51 4.67 -2.87
H 2.48 -0.61 2.40
*
```

As for the energy above the lowest of the compared OMol25 structures with the same formula, charge and spin: 34.8 kJ/mol. As for the expectation value of S²: 2.015.

=====

[4]
Below is one molecule with the formula C4H10N2OS at a distorted geometry, with properties calculated with ωB97M-V with the def2-TZVPD basis set.

ORCA input file:
```
! RIJCOSX wB97M-V def2-TZVPD def2/J DEFGRID3
* xyz 0 1
H -1.45 -1.21 2.08
H -0.33 1.32 -0.49
C -1.08 -0.64 0.17
H -1.08 -0.70 -2.38
C -0.24 0.28 -0.77
O -1.94 -1.37 -0.26
H 1.29 -1.07 -1.47
S 2.40 1.07 -1.22
H 0.92 0.59 1.85
C 1.20 -0.24 -0.77
H 0.55 -0.45 3.13
H 1.53 -0.58 0.20
H -1.62 0.80 -2.16
C 0.07 0.14 2.35
H -0.45 1.01 2.77
N -0.89 -0.59 1.53
N -0.80 0.22 -2.11
H 1.92 1.41 -2.45
*
```

As for the energy above the lowest of the compared OMol25 structures with the same formula, charge and spin: 71.4 kJ/mol. The SMILES is CNC(=O)[C@H](N)CS.

=====

[5]
Below is C35H34NP2S2SeW as an isolated structure, with properties calculated with ωB97M-V with the def2-TZVPD basis set.

ORCA input file:
```
! RIJCOSX wB97M-V def2-TZVPD def2/J DEFGRID3
* xyz 1 1
H 0.62 2.74 2.63
S 3.06 0.49 -0.41
H 2.98 -3.93 1.56
H 1.83 1.81 6.61
H -2.08 -0.16 3.18
H -3.35 2.47 -2.12
C 0.54 -1.61 1.24
C -4.29 0.45 -0.33
H -0.81 -3.91 -3.05
H 2.35 -6.61 -2.04
H -3.72 4.87 -2.36
C -5.45 -0.23 -0.63
H 1.04 -1.36 3.86
N -1.40 0.53 1.33
C 1.80 -2.16 1.51
P 0.23 0.15 1.45
C -1.31 3.57 0.35
C -2.38 0.56 2.41
H 3.86 -4.69 -1.65
C 1.10 -0.30 4.07
C -1.98 2.67 -0.46
C -0.48 -2.44 0.75
C 0.21 -4.08 -2.72
C 2.75 2.54 -2.12
H 3.64 3.40 -3.88
Se 0.48 -1.22 -2.92
H -1.01 5.62 0.87
H 2.23 4.27 -3.29
H -2.45 1.55 2.86
C -1.53 4.93 0.23
S 1.05 2.13 -1.99
C 2.84 -4.52 -1.94
C -4.20 -1.74 -2.02
C 3.11 3.71 -2.98
H 5.65 1.32 -0.84
C 0.98 -4.33 0.88
C 2.01 -3.51 1.34
C 1.54 1.48 5.63
C 5.11 2.02 -1.49
H -6.39 0.09 -0.21
H -1.05 -4.43 0.19
W 0.81 0.19 -0.94
C -3.06 0.04 -0.87
H 3.77 4.40 -2.44
H -4.34 1.31 0.32
H 1.16 -5.39 0.76
C 1.47 0.13 5.33
C -3.05 4.51 -1.59
H 1.71 -0.60 6.09
H 5.50 1.90 -2.51
C 2.38 -3.22 -2.11
H 0.02 -6.21 -2.74
C 1.23 2.42 4.65
C 1.99 -5.60 -2.16
H 3.05 -2.38 -1.95
C -2.40 5.40 -0.74
H 2.61 -1.53 1.86
H 5.35 3.03 -1.17
H -3.36 0.25 2.04
H -4.16 -2.59 -2.69
C -2.84 3.15 -1.44
C -0.25 -3.80 0.57
C -3.03 -1.06 -1.71
P -1.56 0.92 -0.33
H -2.09 -1.39 -2.13
H -0.59 3.23 1.09
C 3.64 1.79 -1.45
H -2.57 6.46 -0.85
C 0.79 0.64 3.08
H -1.47 -2.02 0.55
C 1.07 -3.00 -2.50
C -5.41 -1.33 -1.48
H 1.28 3.47 4.88
H -6.31 -1.87 -1.73
C 0.86 2.00 3.39
C 0.68 -5.37 -2.55
*
```

As for the energy above the lowest of the compared OMol25 structures with the same formula, charge and spin: 0.0 kJ/mol.

=====

[6]
Below is a 3-piece molecular cluster, C19H19N4O6S overall at a distorted geometry, with properties calculated with ωB97M-V with the def2-TZVPD basis set.

ORCA input file:
```
! RIJCOSX wB97M-V def2-TZVPD def2/J DEFGRID3
* xyz 1 1
H -1.74 1.50 -0.51
H -5.29 -4.06 -3.67
O -2.86 -0.29 -5.40
C 2.07 1.12 -3.24
O 1.47 1.14 2.45
C -4.86 -3.18 -3.20
O 1.44 3.92 1.93
C 1.53 -1.51 4.87
H 3.32 -0.93 -3.11
H 2.09 -2.96 6.36
C 3.32 -0.06 4.08
C 2.47 -0.30 -2.58
C 1.98 -0.46 4.05
H 0.46 2.87 -2.57
H 1.66 2.98 2.24
C 0.49 0.99 -1.06
H 2.85 0.98 -5.86
H -1.20 3.79 0.82
C 3.77 -1.74 5.76
H 0.49 -1.84 4.85
N 0.88 -0.32 -0.56
C -0.65 1.74 -0.08
N -2.93 -0.10 -4.17
H 3.68 0.75 3.45
H 5.25 -0.39 4.97
N 1.82 -0.83 -1.38
N 1.03 0.23 3.17
H 2.16 -1.79 -1.07
H -5.54 -3.72 -1.23
S 2.83 1.86 -4.78
C 1.10 3.80 0.48
C 0.93 1.83 -2.33
C -4.99 -2.98 -1.83
C -3.75 -0.91 -1.98
H -4.08 -2.40 -5.05
O -2.44 0.88 -3.59
O 2.11 4.11 -0.37
O -0.15 -0.14 3.20
H -3.33 -0.04 -1.49
H -4.55 -1.72 -0.14
C -4.17 -2.24 -3.98
H -0.71 3.86 -1.00
H -0.58 1.31 1.03
C 2.43 -2.15 5.72
C -3.63 -1.11 -3.36
C -4.44 -1.86 -1.22
C 4.21 -0.70 4.94
H 4.47 -2.24 6.43
C -0.42 3.36 0.04
*
```

=====

[7]
Below is C39H42KN2O5S4 as an isolated structure at a distorted geometry, with properties calculated with ωB97M-V with the def2-TZVPD basis set.

ORCA input file:
```
! RIJCOSX wB97M-V def2-TZVPD def2/J DEFGRID3
* xyz -1 1
C -18.98 0.22 8.63
C -20.19 1.79 12.24
C -22.52 7.71 10.38
C -19.74 1.45 10.87
S -20.98 3.37 12.13
C -20.56 4.84 6.29
H -16.39 -0.58 10.16
H -21.07 2.96 7.06
H -22.70 8.65 10.97
O -18.96 3.15 6.09
H -24.49 5.58 8.75
C -16.63 0.23 9.42
H -14.36 5.54 7.32
C -18.06 0.67 9.56
C -12.17 0.73 11.85
H -14.64 8.01 13.33
H -19.04 2.37 4.14
H -17.62 5.04 4.60
C -18.41 2.38 5.02
H -13.35 6.11 14.05
S -18.17 3.58 13.97
C -23.70 7.12 9.91
C -21.22 5.97 5.75
C -12.59 0.18 13.04
H -11.91 -0.12 13.84
C -13.94 -0.06 13.23
C -20.96 3.83 13.83
H -20.94 1.04 12.55
H -23.10 3.55 8.07
C -23.58 5.98 9.18
C -18.64 5.25 4.90
H -14.10 7.81 11.65
H -20.82 7.87 4.76
C -22.32 5.37 8.88
C -19.79 4.60 15.84
H -14.26 -0.55 14.16
C -20.46 6.84 4.95
H -20.39 7.67 10.59
C -13.14 1.15 10.92
H -23.11 4.54 16.34
C -21.09 5.97 9.46
H -14.49 7.25 9.39
K -17.58 4.61 10.64
C -19.30 4.44 5.79
H -17.44 7.98 9.06
S -15.42 1.57 9.75
C -22.31 4.27 7.98
H -12.82 1.77 10.08
H -16.44 -0.17 8.40
O -14.81 6.05 12.58
H -15.23 7.84 7.91
H -24.67 7.54 10.15
C -20.34 0.50 8.79
H -15.96 5.89 6.51
H -22.27 6.14 6.03
H -18.69 -0.39 7.79
O -15.99 6.00 8.57
H -23.13 3.74 14.06
N -18.41 1.39 10.64
C -19.68 4.05 14.52
H -20.99 5.28 17.47
H -15.70 4.37 7.42
O -19.97 5.34 9.34
C -20.77 1.14 9.92
C -15.44 7.29 8.85
C -16.28 7.85 12.01
H -13.67 4.50 13.33
C -13.57 5.57 13.10
C -22.17 3.95 14.52
C -14.50 0.91 11.10
H -21.03 0.19 8.01
S -16.54 -0.12 12.70
H -16.42 8.94 11.94
H -18.62 7.11 3.90
C -15.45 5.43 7.38
H -18.90 4.91 16.39
H -11.14 0.89 11.59
H -16.31 9.05 9.86
H -18.32 1.34 5.34
H -12.77 5.74 12.34
C -14.84 7.47 12.39
C -20.98 4.78 16.49
N -21.34 3.95 7.09
C -21.27 7.21 10.17
C -14.96 0.26 12.31
H -17.38 2.66 4.72
C -16.53 8.00 9.64
C -22.17 4.43 15.84
H -19.37 1.75 12.96
C -19.21 6.45 4.49
H -21.79 1.37 10.14
H -16.97 7.48 12.73
O -16.77 7.25 10.81
*
```

As for the energy above the lowest of the compared OMol25 structures with the same formula, charge and spin: 0.0 kJ/mol.

=====

[8]
Below is a 3-piece molecular cluster, C3H12NO3 overall at a distorted geometry, with properties calculated with ωB97M-V with the def2-TZVPD basis set.

ORCA input file:
```
! RIJCOSX wB97M-V def2-TZVPD def2/J DEFGRID3
* xyz 1 1
H 1.19 -2.00 -0.77
O -1.64 -1.50 -1.39
H -2.20 0.31 -0.81
H -1.05 1.76 1.03
H -0.99 -3.10 -0.42
H 0.30 0.38 -1.00
C -0.83 -2.04 -0.70
C 0.45 -1.52 -0.12
C 2.06 0.40 0.11
H -0.79 2.54 2.22
H 0.61 -1.82 0.91
H 2.09 1.42 0.45
H -2.64 1.76 -0.96
N 0.64 -0.04 -0.13
H 2.59 -0.31 0.74
O -0.41 1.78 1.77
H 2.52 0.35 -0.87
O -1.95 1.21 -0.59
H 0.04 0.42 0.55
*
```

As for the energy above the lowest of the compared OMol25 structures with the same formula, charge and spin: 69.3 kJ/mol.

=====

Calculated total energy in eV, matching the order above: -325880.223, -70732.267, -74228.090, -20173.183, -145753.695, -49072.380, -114006.163, -10931.429